Record 1
{"formula": "C2H5N4O2", "method": "wB97M-V/def2-TZVPD", "symbols": ["C", "C", "N", "N", "N", "N", "O", "O", "H", "H", "H", "H", "H"], "coordinates": [[-0.70350, 0.40650, -0.84723], [-1.17016, -0.91153, -0.75649], [1.42966, 0.45035, 0.95371], [-2.37492, -2.96851, -0.33583], [-1.66349, -1.91381, -0.35968], [1.92066, 1.64895, 0.71791], [3.11871, 1.88891, 0.80758], [1.08883, 2.52843, 0.50543], [-0.03036, 0.49683, 0.00892], [-1.51886, 1.09188, -0.96896], [0.08897, 0.53786, -1.61304], [2.29667, -0.08132, 1.19794], [-2.48221, -3.17452, 0.68975]], "energy_ev": -12202.0594, "lumo_energy_ev": [4.223, 1.770], "orbital_gap_ev": [5.224, 6.339], "spin_multiplicity": 3, "relative_energy_kj_mol": 151.8, "homo_energy_ev": [-1.001, -4.569], "total_charge": -1}

---

Record 2
{"formula": "C4H10N5", "method": "wB97M-V/def2-TZVPD", "symbols": ["C", "C", "C", "C", "N", "N", "N", "N", "N", "H", "H", "H", "H", "H", "H", "H", "H", "H", "H"], "coordinates": [[1.05234, -1.09223, 0.47417], [0.22405, -1.83171, -0.24105], [-1.37300, -0.11301, -0.57973], [1.19237, 0.44895, 0.45380], [-0.88724, -1.35231, -0.96660], [-0.62958, 0.77906, 0.02770], [-2.64983, 0.16609, -0.88317], [2.09394, 1.01659, -0.41957], [1.09011, 0.94743, 1.75182], [1.64033, -1.54690, 1.21015], [0.16105, -2.84111, -0.17959], [-1.12459, -1.69545, -1.82940], [-0.98883, 1.68128, 0.34051], [-3.40212, -0.60252, -0.98154], [-3.07734, 1.04587, -0.48260], [2.31288, 0.45510, -1.23759], [2.36638, 1.98071, -0.52840], [1.63356, 1.87936, 1.71094], [0.36550, 0.67479, 2.36014]], "energy_ev": -11753.6297, "lumo_energy_ev": -2.715, "orbital_gap_ev": 10.576, "relative_energy_kj_mol": 226.4, "homo_energy_ev": -13.291, "total_charge": 1}

---

Record 3
{"formula": "C2H2BrN", "method": "wB97M-V/def2-TZVPD", "symbols": ["Br", "C", "N", "C", "H", "H"], "coordinates": [[-2.37433, 0.54063, -0.26481], [-0.73560, -0.08041, -0.29293], [0.10554, -1.31656, -0.09250], [0.70253, 0.10354, 0.06137], [1.40471, 0.44292, -0.60253], [0.89715, 0.30988, 1.19141]], "energy_ev": -73634.7825, "lumo_energy_ev": -0.166, "orbital_gap_ev": 9.314, "relative_energy_kj_mol": 327.1, "smiles": "BrC1=NC1", "homo_energy_ev": -9.480, "total_charge": 0}